1.
{"formula": "C58H71BGeN9P2Ti", "method": "wB97M-V/def2-TZVPD", "species": ["Ti", "C", "C", "C", "P", "C", "C", "C", "C", "C", "C", "C", "C", "C", "N", "C", "C", "C", "C", "C", "C", "P", "C", "C", "C", "C", "C", "C", "H", "H", "H", "H", "H", "H", "H", "H", "H", "H", "H", "H", "H", "H", "H", "H", "H", "H", "H", "H", "H", "H", "H", "H", "H", "H", "H", "H", "H", "H", "H", "H", "H", "H", "H", "H", "C", "C", "C", "C", "N", "N", "B", "N", "C", "C", "C", "C", "N", "N", "C", "C", "C", "C", "N", "N", "C", "C", "C", "C", "N", "H", "H", "H", "H", "H", "H", "H", "H", "H", "H", "H", "H", "H", "H", "H", "H", "H", "H", "H", "H", "C", "C", "C", "C", "C", "C", "Ge", "C", "C", "C", "C", "C", "C", "C", "C", "C", "C", "C", "C", "H", "H", "H", "H", "H", "H", "H", "H", "H", "H", "H", "H", "H", "H", "H"], "xyz": [[0.8558, -0.9471, -0.4353], [-4.1622, 1.2525, -3.8660], [-2.7721, 1.8845, -3.7692], [-1.9631, 1.5097, -5.0037], [-1.9516, 1.3301, -2.1655], [-2.8170, 2.4835, -0.9441], [-3.4998, 3.7511, -1.4481], [-3.8297, 1.6309, -0.1689], [-0.2931, 2.1139, -2.3403], [-0.1390, 3.4652, -2.6435], [1.1067, 4.0375, -2.8233], [2.2455, 3.2686, -2.6662], [2.1246, 1.9199, -2.3887], [0.8754, 1.3132, -2.2328], [0.8336, -0.1200, -2.1304], [0.8269, -0.7852, -3.3633], [0.9275, -0.0938, -4.5808], [0.8392, -0.7471, -5.7957], [0.6582, -2.1192, -5.8515], [0.6258, -2.8327, -4.6667], [0.7146, -2.1953, -3.4318], [1.0643, -3.0638, -1.8740], [2.7572, -3.7766, -2.2704], [3.5696, -2.6798, -2.9721], [2.8256, -5.0672, -3.0823], [-0.1206, -4.4800, -1.6088], [-0.5126, -5.3428, -2.8072], [0.3875, -5.3165, -0.4275], [-4.7098, 1.6776, -4.7093], [-4.7570, 1.4151, -2.9662], [-4.0792, 0.1773, -4.0353], [-2.8712, 2.9719, -3.7364], [-1.8013, 0.4325, -5.0532], [-0.9951, 2.0084, -5.0106], [-2.5061, 1.8085, -5.9033], [-2.0235, 2.7766, -0.2515], [-4.3267, 3.5255, -2.1224], [-2.8122, 4.4318, -1.9490], [-3.9155, 4.2835, -0.5891], [-4.2277, 2.1788, 0.6875], [-3.3667, 0.7165, 0.2034], [-4.6722, 1.3510, -0.8062], [-1.0172, 4.0839, -2.7748], [1.1844, 5.0823, -3.0889], [3.2273, 3.7077, -2.7890], [3.0093, 1.2923, -2.3492], [1.0814, 0.9746, -4.5726], [0.9127, -0.1661, -6.7059], [0.5788, -2.6266, -6.8030], [0.5351, -3.9083, -4.7086], [3.2036, -3.9664, -1.2887], [3.3883, -1.7007, -2.5243], [3.2975, -2.6189, -4.0255], [4.6352, -2.9064, -2.9138], [2.3407, -4.9591, -4.0514], [2.3931, -5.9145, -2.5538], [3.8767, -5.2970, -3.2689], [-1.0297, -3.9763, -1.2781], [0.3360, -5.8363, -3.2750], [-1.0410, -4.7553, -3.5572], [-1.1925, -6.1223, -2.4581], [1.3958, -5.6972, -0.6009], [-0.2700, -6.1740, -0.2765], [0.3926, -4.7432, 0.4979], [-2.6444, -1.9958, -1.8304], [-2.1649, -2.0426, -0.4214], [-2.8814, -2.5755, 0.6574], [-2.0093, -2.5837, 1.7156], [-0.8313, -2.0765, 1.3025], [-0.9356, -1.7064, -0.0048], [0.4856, -2.1089, 2.1261], [0.9599, -0.6860, 2.4710], [1.7819, -0.4170, 3.5082], [2.6396, 0.5861, 3.1405], [2.3067, 0.8865, 1.8161], [2.9795, 1.8748, 0.9396], [1.2760, 0.1273, 1.4186], [1.7570, -2.6760, 1.3276], [2.6695, -3.5270, 1.8584], [3.9131, -3.2160, 1.3643], [3.7129, -2.1220, 0.5080], [4.7147, -1.2796, -0.2048], [2.4194, -1.8295, 0.4808], [0.2034, -2.9512, 3.3389], [-0.3797, -2.6004, 4.5156], [-0.7443, -3.7503, 5.1623], [-0.3620, -4.7954, 4.2883], [-0.5516, -6.2664, 4.4545], [0.1925, -4.3007, 3.1964], [-3.0889, -2.9604, -2.0869], [-3.4188, -1.2405, -1.9438], [-1.8313, -1.7760, -2.5175], [-3.9008, -2.9191, 0.6469], [-2.1680, -2.9228, 2.7254], [1.7150, -0.9641, 4.4330], [3.3963, 1.0616, 3.7402], [4.0435, 1.6483, 0.8607], [2.5306, 1.8733, -0.0487], [2.8951, 2.8711, 1.3765], [2.3645, -4.2942, 2.5455], [4.8467, -3.7055, 1.5799], [5.3561, -1.8761, -0.8510], [4.2090, -0.5171, -0.7969], [5.3550, -0.7854, 0.5276], [-0.5081, -1.5663, 4.7953], [-1.2144, -3.8407, 6.1262], [-0.7002, -6.5254, 5.5003], [-1.4264, -6.5929, 3.8904], [0.3131, -6.8036, 4.0685], [1.9993, 3.8375, 5.8649], [2.2131, 4.6231, 4.7427], [1.5880, 4.3100, 3.5425], [0.7299, 3.2174, 3.4481], [0.5270, 2.4352, 4.5853], [1.1515, 2.7403, 5.7833], [-0.3064, 2.7980, 1.7911], [-2.0160, 2.3395, 2.7245], [-2.3829, 1.0049, 2.8704], [-3.4587, 0.6462, 3.6702], [-4.1806, 1.6265, 4.3349], [-3.8157, 2.9596, 4.2048], [-2.7342, 3.3141, 3.4109], [-0.3165, 4.5761, 0.8657], [-1.4416, 5.3926, 0.7965], [-1.3600, 6.6593, 0.2352], [-0.1568, 7.1241, -0.2747], [0.9624, 6.3049, -0.2421], [0.8737, 5.0363, 0.3103], [2.4875, 4.0780, 6.8003], [2.8626, 5.4877, 4.7969], [1.7526, 4.9441, 2.6794], [-0.1431, 1.5839, 4.5333], [0.9746, 2.1249, 6.6569], [-1.8156, 0.2353, 2.3555], [-3.7305, -0.3973, 3.7776], [-5.0219, 1.3567, 4.9598], [-4.3676, 3.7261, 4.7338], [-2.4330, 4.3533, 3.3425], [-2.3871, 5.0486, 1.1997], [-2.2399, 7.2898, 0.2073], [-0.0922, 8.1162, -0.7021], [1.9032, 6.6548, -0.6495], [1.7488, 4.3994, 0.3096]], "atomic_forces_ev_per_a": [[0.608, 0.709, -0.322], [0.019, 0.129, 0.115], [0.146, -0.231, 0.092], [-0.017, 0.090, 0.059], [-0.308, 0.607, -0.347], [-0.086, -0.394, 0.058], [0.145, -0.017, 0.039], [0.039, 0.031, 0.004], [0.368, -0.499, 0.092], [-0.054, -0.028, -0.010], [-0.023, 0.134, -0.013], [0.129, -0.011, -0.053], [-0.059, -0.287, 0.035], [-0.362, 0.620, -0.235], [0.215, 0.592, -0.642], [-0.107, -0.376, -0.971], [0.011, 0.059, 0.262], [0.038, -0.013, 0.012], [0.040, 0.002, -0.112], [-0.091, 0.042, -0.022], [-0.080, 0.084, 0.180], [0.009, -0.532, -0.987], [-0.102, 0.195, 0.213], [-0.062, -0.059, 0.131], [0.001, 0.046, 0.121], [0.148, 0.157, 0.079], [-0.010, 0.094, 0.022], [-0.017, 0.059, -0.041], [-0.011, -0.004, -0.008], [-0.036, -0.031, -0.042], [-0.006, -0.038, 0.045], [0.002, -0.023, -0.011], [0.041, -0.050, -0.013], [0.039, -0.028, -0.063], [0.010, 0.000, -0.015], [0.009, -0.013, -0.030], [0.002, 0.008, -0.012], [-0.075, 0.041, 0.007], [-0.021, 0.022, -0.038], [-0.009, 0.020, 0.020], [-0.042, -0.045, 0.051], [0.006, -0.021, 0.018], [0.023, -0.015, 0.037], [0.006, 0.051, 0.045], [0.003, -0.001, -0.035], [-0.001, -0.011, 0.030], [-0.062, 0.020, -0.037], [-0.012, -0.016, -0.025], [-0.013, -0.020, 0.004], [0.029, 0.020, 0.014], [-0.023, -0.013, -0.004], [0.093, 0.027, -0.080], [-0.019, 0.035, -0.008], [0.007, 0.001, 0.018], [0.004, -0.025, -0.018], [-0.018, -0.017, -0.054], [0.003, -0.024, -0.014], [0.011, -0.027, 0.032], [-0.019, -0.009, -0.022], [0.002, -0.048, -0.024], [-0.022, -0.004, -0.012], [-0.009, -0.035, 0.028], [-0.004, -0.009, -0.012], [0.040, -0.029, 0.037], [0.091, 0.074, 0.023], [-0.109, -0.065, 0.203], [0.017, 0.096, -0.050], [-0.078, -0.040, -0.106], [-0.114, -0.120, 0.284], [-1.500, -0.541, 0.196], [0.105, -0.102, 0.154], [-0.181, 0.117, 0.520], [0.204, 0.030, -0.159], [0.055, -0.042, -0.069], [-0.069, -0.133, 0.173], [-0.130, 0.010, 0.030], [0.046, 0.429, 0.369], [-0.001, -0.449, 0.397], [0.110, -0.023, -0.192], [-0.005, -0.020, -0.074], [-0.123, -0.015, 0.112], [-0.050, -0.080, 0.020], [1.285, -0.818, 0.503], [0.081, 0.082, 0.260], [0.023, 0.130, -0.010], [-0.033, -0.047, -0.009], [-0.042, 0.180, 0.000], [0.013, 0.060, -0.089], [-0.013, -0.165, -0.138], [0.082, -0.018, 0.027], [0.029, 0.092, -0.060], [-0.043, 0.067, -0.091], [-0.007, -0.024, -0.007], [0.149, -0.053, 0.015], [-0.010, -0.042, -0.021], [-0.030, 0.041, 0.034], [-0.001, -0.032, -0.037], [0.031, 0.125, -0.053], [-0.005, 0.032, -0.017], [-0.064, 0.027, 0.077], [0.002, -0.001, 0.061], [-0.017, 0.029, -0.039], [0.092, 0.013, -0.039], [-0.020, 0.017, 0.007], [-0.002, 0.006, -0.003], [0.002, 0.023, 0.015], [0.015, -0.025, 0.004], [-0.009, -0.054, 0.047], [-0.010, -0.040, 0.035], [0.039, -0.008, 0.002], [0.068, 0.014, 0.007], [0.007, -0.017, -0.075], [0.031, -0.216, -0.365], [-0.062, 0.055, 0.012], [-0.010, -0.056, 0.025], [-0.446, 1.199, 0.922], [0.407, -0.115, -0.514], [0.034, -0.003, -0.085], [-0.015, -0.056, 0.040], [-0.014, 0.010, 0.001], [-0.034, 0.053, 0.018], [0.026, 0.043, -0.069], [-0.098, -0.647, 0.023], [-0.020, -0.058, 0.072], [-0.113, 0.057, 0.009], [0.025, -0.023, -0.051], [0.011, 0.040, -0.012], [0.032, 0.055, 0.040], [-0.010, 0.021, 0.006], [0.006, -0.002, 0.028], [0.012, 0.030, 0.056], [-0.025, 0.010, 0.058], [-0.004, 0.014, 0.012], [-0.046, -0.025, -0.015], [-0.019, 0.002, -0.007], [0.001, -0.017, -0.001], [-0.009, -0.004, 0.000], [-0.048, 0.005, 0.068], [-0.014, 0.022, -0.035], [-0.001, 0.003, -0.016], [-0.012, 0.005, 0.007], [0.001, -0.009, -0.005], [0.066, -0.001, -0.028]], "lowdin_spin": [0.93, 0.00, 0.00, 0.00, 0.00, 0.00, 0.00, 0.00, 0.01, 0.00, 0.00, 0.00, 0.00, 0.01, 0.00, 0.00, 0.00, 0.00, 0.00, 0.00, 0.00, 0.00, 0.00, 0.00, 0.00, 0.00, 0.00, 0.00, 0.00, 0.00, 0.00, 0.00, 0.00, 0.00, 0.00, 0.01, 0.00, 0.00, 0.00, 0.00, 0.00, 0.00, 0.00, 0.00, 0.00, 0.00, 0.00, 0.00, 0.00, 0.00, 0.00, 0.00, 0.00, 0.00, 0.00, 0.00, 0.00, 0.00, 0.00, 0.00, 0.00, 0.00, 0.00, 0.00, 0.00, 0.01, 0.01, 0.01, 0.01, 0.00, 0.00, 0.00, 0.01, 0.00, 0.03, 0.01, 0.06, 0.00, 0.00, 0.00, 0.00, 0.00, 0.00, 0.00, 0.00, 0.00, 0.00, 0.00, 0.00, 0.00, 0.00, 0.00, 0.00, 0.00, 0.00, 0.00, 0.00, 0.00, 0.00, 0.00, 0.00, 0.00, 0.00, 0.00, 0.00, 0.00, 0.00, 0.00, 0.00, 0.02, 0.00, 0.02, 0.06, 0.02, 0.00, 0.45, 0.09, 0.01, 0.00, 0.00, 0.00, 0.02, 0.10, 0.02, 0.00, 0.01, 0.00, 0.01, 0.00, 0.00, 0.00, 0.00, 0.00, 0.00, 0.00, 0.00, 0.00, 0.00, 0.00, 0.00, 0.00, 0.00, 0.00], "orbital_gap_ev": [6.948, 7.200], "e_homo_ha": [-0.3457, -0.3772], "s_squared": 2.007, "spin_multiplicity": 3, "total_charge": 1}

2.
{"formula": "C7H11O", "method": "wB97M-V/def2-TZVPD", "species": ["C", "C", "C", "C", "C", "C", "C", "O", "H", "H", "H", "H", "H", "H", "H", "H", "H", "H", "H"], "xyz": [[1.2546, 1.2625, 0.2970], [-0.1426, -0.2851, 1.4738], [-0.8595, -1.4086, -0.3060], [-1.4574, -0.3290, 0.7359], [-2.1875, 0.7879, 0.2659], [1.7673, 0.3212, -0.3822], [1.7290, -1.1329, -0.1367], [0.4824, -1.3587, 0.5862], [-1.2920, -2.3736, -0.2533], [-0.6071, -1.0293, -1.2695], [-2.1400, -0.8358, 1.4325], [-1.8048, 1.7440, 0.7354], [-3.2219, 0.6901, 0.4915], [-2.1962, 1.0449, -0.8342], [-0.0294, -0.6109, 2.6618], [1.2445, 2.3218, 0.2909], [2.3345, 0.3054, -1.3969], [1.8350, -1.8859, -1.0344], [2.6837, -1.3838, 0.4747]], "atomic_forces_ev_per_a": [[-2.274, -1.701, 2.017], [2.958, 0.828, 0.130], [0.716, 2.444, 2.964], [1.226, -4.482, 0.787], [-0.575, 4.949, -2.058], [2.285, -1.601, -4.291], [1.550, -1.534, 0.432], [-1.725, -1.289, 0.149], [0.028, -0.987, -0.030], [0.143, 0.184, -0.643], [0.181, -0.440, -0.242], [-0.573, -0.959, -0.309], [-0.845, 0.115, 0.351], [0.531, -0.669, 0.933], [-0.073, 1.176, -3.398], [-0.295, 0.606, 0.298], [-0.439, 1.469, 1.711], [-0.891, 1.754, 1.541], [-1.928, 0.138, -0.342]], "lowdin_charge": [0.20, 0.08, 0.15, -0.36, -0.08, -0.20, -0.13, -0.19, 0.13, 0.13, 0.15, 0.12, 0.08, 0.12, 0.20, 0.07, 0.17, 0.18, 0.18], "orbital_gap_ev": [9.326, 9.327], "e_homo_ha": [-0.5059, -0.5059], "total_charge": 1}